Molecular formula: C33H66Cl2O22
Method: DFT, the ωB97M-V functional and the def2-TZVPD basis

```
! RIJCOSX wB97M-V def2-TZVPD def2/J DEFGRID3
* xyz 0 1
C -10.752 -6.054 11.419
C -9.648 -6.775 10.635
O -9.261 -6.027 9.486
C -8.426 -6.548 8.618
O -7.626 -7.505 8.812
O -8.646 -5.963 7.449
C -7.653 -6.179 6.407
H -11.003 -6.410 12.419
H -11.673 -5.914 10.853
H -10.437 -5.022 11.567
H -9.863 -7.802 10.341
H -8.751 -6.847 11.250
H -7.760 -5.517 5.547
H -7.721 -7.163 5.943
H -6.648 -6.013 6.794
C 2.107 -9.679 0.379
C 2.886 -10.456 1.469
O 3.405 -9.542 2.370
C 4.326 -9.795 3.287
O 4.514 -9.072 4.288
O 5.073 -10.933 2.969
C 6.242 -11.343 3.744
H 1.137 -9.451 0.822
H 2.071 -10.265 -0.540
H 2.605 -8.744 0.124
H 3.658 -10.901 0.841
H 2.288 -11.238 1.936
H 5.914 -12.161 4.384
H 6.776 -10.564 4.289
H 7.091 -11.786 3.223
C 5.904 4.361 -0.991
C 6.771 4.042 -2.223
O 7.664 5.025 -2.705
C 8.804 5.316 -2.139
O 9.225 4.751 -1.101
O 9.408 6.171 -2.885
C 10.737 6.492 -2.640
H 5.547 3.395 -0.634
H 4.958 4.854 -1.215
H 6.338 4.876 -0.134
H 6.089 3.779 -3.031
H 7.354 3.129 -2.106
H 11.282 5.750 -2.057
H 10.785 7.435 -2.095
H 11.295 6.750 -3.540
C 1.538 4.869 -6.617
C 2.095 5.135 -8.060
O 3.422 4.603 -8.205
C 4.528 5.355 -8.239
O 4.572 6.559 -8.386
O 5.638 4.499 -8.286
C 6.958 5.089 -8.340
H 2.215 5.172 -5.818
H 1.354 3.797 -6.549
H 0.516 5.215 -6.464
H 1.963 6.196 -8.269
H 1.452 4.593 -8.755
H 7.757 4.360 -8.205
H 7.122 5.794 -7.525
H 7.131 5.570 -9.302
C -1.484 7.595 4.150
C -0.199 6.868 3.723
O -0.302 5.470 3.898
C -0.310 4.938 5.131
O -0.307 5.515 6.195
O -0.527 3.578 4.973
C -0.627 2.727 6.057
H -1.426 8.676 4.027
H -1.634 7.527 5.228
H -2.355 7.204 3.624
H 0.691 7.339 4.140
H -0.214 7.008 2.642
H -1.173 3.159 6.895
H 0.399 2.560 6.385
H -1.104 1.782 5.798
C -6.984 11.365 -4.223
C -5.664 10.782 -3.740
O -5.809 9.500 -3.205
C -4.947 9.043 -2.287
O -4.114 9.739 -1.728
O -5.071 7.759 -2.022
C -6.008 6.906 -2.558
H -7.869 11.295 -3.589
H -7.227 11.082 -5.247
H -6.963 12.446 -4.365
H -5.252 11.470 -3.002
H -4.970 10.761 -4.581
H -5.963 7.000 -3.643
H -7.000 7.157 -2.183
H -5.753 5.905 -2.210
C 1.811 -4.335 -7.230
C 1.012 -3.911 -5.937
O 1.864 -4.163 -4.810
C 2.690 -3.242 -4.400
C 3.585 -3.703 -3.219
O 2.705 -2.055 -4.767
H 1.130 -4.605 -8.037
H 2.443 -5.189 -6.985
H 2.472 -3.524 -7.536
H 0.604 -2.901 -5.988
H 0.175 -4.566 -5.695
H 4.131 -2.942 -2.661
H 4.052 -4.658 -3.461
H 2.821 -4.017 -2.508
C -2.102 -0.084 -1.771
C -1.370 0.028 -0.385
O -0.826 -1.183 0.052
C -1.628 -2.023 0.711
C -0.842 -3.169 1.364
O -2.852 -1.988 0.817
H -1.341 -0.445 -2.463
H -2.354 0.940 -2.047
H -3.006 -0.693 -1.778
H -0.551 0.730 -0.537
H -1.979 0.534 0.365
H 0.213 -3.197 1.091
H -1.203 -4.149 1.052
H -0.834 -3.072 2.450
Cl -2.186 -9.313 5.440
C -3.064 -10.870 5.225
Cl -3.726 -10.963 3.609
H -2.417 -11.746 5.235
H -3.908 -10.942 5.911
*
```

The value obtained for the calculated total energy is -105377.9797 eV. The calculation puts the HOMO energy at -10.114 eV. As for the HOMO-LUMO gap: 10.47 eV. Its energy above the lowest of the compared OMol25 structures with the same formula, charge and spin is 2.5495 eV. As for the structure (SMILES): CCOC(=O)OC.CCOC(=O)OC.CCOC(=O)OC.CCOC(=O)OC.CCOC(=O)OC.CCOC(=O)OC.CCOC(C)=O.CCOC(C)=O.ClCCl.

Löwdin atomic charge list, values in e, 99 entries: atom 1 (C): -0.06, atom 2 (C): -0.20, atom 3 (O): 0.04, atom 4 (C): -0.58, atom 5 (O): 0.07, atom 6 (O): 0.01, atom 7 (C): -0.03, atom 8 (H): 0.08, atom 9 (H): 0.07, atom 10 (H): 0.07, atom 11 (H): 0.13, atom 12 (H): 0.12, atom 13 (H): 0.09, atom 14 (H): 0.09, atom 15 (H): 0.10, atom 16 (C): -0.05, atom 17 (C): -0.24, atom 18 (O): 0.04, atom 19 (C): -0.49, atom 20 (O): 0.09, atom 21 (O): -0.04, atom 22 (C): -0.04, atom 23 (H): 0.07, atom 24 (H): 0.08, atom 25 (H): 0.08, atom 26 (H): 0.12, atom 27 (H): 0.13, atom 28 (H): 0.09, atom 29 (H): 0.09, atom 30 (H): 0.08, atom 31 (C): -0.06, atom 32 (C): -0.20, atom 33 (O): 0.05, atom 34 (C): -0.61, atom 35 (O): 0.08, atom 36 (O): 0.04, atom 37 (C): -0.05, atom 38 (H): 0.07, atom 39 (H): 0.07, atom 40 (H): 0.08, atom 41 (H): 0.12, atom 42 (H): 0.12, atom 43 (H): 0.10, atom 44 (H): 0.10, atom 45 (H): 0.10, atom 46 (C): -0.06, atom 47 (C): -0.19, atom 48 (O): 0.02, atom 49 (C): -0.53, atom 50 (O): 0.12, atom 51 (O): -0.03, atom 52 (C): -0.05, atom 53 (H): 0.08, atom 54 (H): 0.07, atom 55 (H): 0.07, atom 56 (H): 0.12, atom 57 (H): 0.12, atom 58 (H): 0.09, atom 59 (H): 0.09, atom 60 (H): 0.09, atom 61 (C): -0.07, atom 62 (C): -0.21, atom 63 (O): 0.03, atom 64 (C): -0.52, atom 65 (O): 0.13, atom 66 (O): -0.03, atom 67 (C): -0.09, atom 68 (H): 0.08, atom 69 (H): 0.07, atom 70 (H): 0.08, atom 71 (H): 0.13, atom 72 (H): 0.12, atom 73 (H): 0.09, atom 74 (H): 0.10, atom 75 (H): 0.10, atom 76 (C): -0.07, atom 77 (C): -0.22, atom 78 (O): 0.02, atom 79 (C): -0.57, atom 80 (O): 0.12, atom 81 (O): 0.01, atom 82 (C): -0.06, atom 83 (H): 0.08, atom 84 (H): 0.07, atom 85 (H): 0.07, atom 86 (H): 0.12, atom 87 (H): 0.13, atom 88 (H): 0.10, atom 89 (H): 0.10, atom 90 (H): 0.10, atom 91 (C): -0.04, atom 92 (C): -0.18, atom 93 (O): -0.02, atom 94 (C): -0.53, atom 95 (C): 0.02, atom 96 (O): 0.06, atom 97 (H): 0.07, atom 98 (H): 0.07, atom 99 (H): 0.07